Record 1
ORCA calculation (ωB97M-V/def2-TZVPD) on a cluster of 2 separate species, C3H9O2P in total.

lowest unoccupied orbital energy: 0.2 eV
Kohn-Sham gap: 9.113 eV
calculated total energy: -611.3604 Ha
energy relative to the best compared isomer or geometry (same formula, charge and spin): 5.057 eV

Geometry (Å):
C1 -3.6330 1.5868 0.9576
C2 2.0441 -0.9582 -1.0467
C3 -1.7100 -0.6600 1.4867
O1 -3.8137 -0.7271 -0.2413
O2 -2.8831 -0.1345 -1.1970
P1 -2.6545 0.2000 0.3235
H1 -4.0410 1.1455 1.7923
H2 -2.8380 2.2678 1.2365
H3 1.2979 -0.9534 -1.9916
H4 2.9956 -1.3574 -1.3442
H5 1.5337 -1.5850 -0.3253
H6 -0.8877 -1.2200 1.0381
H7 -1.2348 0.1398 2.1777
H8 2.1482 0.0941 -0.7597
H9 -4.3692 1.8800 0.2277



Record 2
ORCA calculation (ωB97M-V/def2-TZVPD) on a structure of composition C26H24N5O3PbS.

lowest unoccupied orbital energy: 2.6 eV
total charge: -1
Kohn-Sham gap: 7.199 eV
calculated total energy: -2095.8290 Ha
energy relative to the best compared isomer or geometry (same formula, charge and spin): 0.149 eV

Geometry (Å):
Pb1 -0.0180 0.5296 0.3567
C1 -2.9488 4.1152 1.7436
C2 -2.0106 3.5633 0.6949
O1 -0.8205 3.8147 0.7359
C3 -2.6031 2.6709 -0.3751
C4 -1.7423 2.6727 -1.6097
C5 -1.9502 3.7890 -2.5893
N1 -0.8533 1.7746 -1.7460
N2 -0.0779 1.7986 -2.8954
C6 0.9594 0.9917 -2.7692
O2 1.2959 0.3151 -1.7524
C7 1.8253 0.8713 -3.9929
C8 3.0359 0.1960 -3.8966
C9 3.8582 0.0664 -5.0061
C10 3.4731 0.6044 -6.2251
C11 2.2605 1.2749 -6.3288
C12 1.4419 1.4098 -5.2189
H1 -2.8449 5.2016 1.7574
H2 -2.6433 3.7331 2.7161
H3 -3.9842 3.8347 1.5648
H4 -3.5961 3.0446 -0.6404
H5 -2.4323 4.6394 -2.1052
H6 -2.5946 3.4541 -3.4072
H7 -1.0019 4.0927 -3.0277
H8 3.3110 -0.2248 -2.9389
H9 4.8026 -0.4569 -4.9189
H10 4.1140 0.5016 -7.0925
H11 1.9528 1.6953 -7.2790
H12 0.4984 1.9344 -5.2785
C13 -1.3003 -3.9863 2.0155
C14 -0.9100 -2.7562 1.2512
N3 -0.1598 -1.8266 1.7223
N4 0.2976 -1.9616 2.9886
C15 1.0975 -0.9388 3.3318
O3 1.4279 0.0456 2.6472
C16 1.6830 -1.0703 4.7172
C17 2.5142 -0.0579 5.1805
C18 3.0875 -0.1375 6.4403
C19 2.8368 -1.2347 7.2507
C20 2.0060 -2.2504 6.7944
C21 1.4318 -2.1689 5.5354
C22 -1.3825 -2.5966 -0.1375
C23 -2.1649 -3.5808 -0.7471
C24 -2.5679 -3.4142 -2.0580
C25 -2.1885 -2.2726 -2.7424
C26 -1.4269 -1.3323 -2.0675
N5 -1.0362 -1.4903 -0.8079
H13 -0.8741 -3.9310 3.0125
H14 -0.9322 -4.8898 1.5226
H15 -2.3862 -4.0733 2.0965
H16 2.6985 0.7850 4.5282
H17 3.7332 0.6585 6.7912
H18 3.2867 -1.3003 8.2338
H19 1.8056 -3.1102 7.4222
H20 0.7827 -2.9497 5.1661
H21 -2.4498 -4.4631 -0.1952
H22 -3.1745 -4.1715 -2.5393
H23 -2.4784 -2.0963 -3.7683
H24 -1.1234 -0.4129 -2.5455
S1 -2.8407 1.0772 0.4849



Record 3
ORCA calculation (ωB97M-V/def2-TZVPD) on a structure of composition C7H10N4O.

lowest unoccupied orbital energy: 0.1 eV
Kohn-Sham gap: 8.641 eV
calculated total energy: -566.8100 Ha
energy relative to the best compared isomer or geometry (same formula, charge and spin): 5.909 eV

Geometry (Å):
C1 3.3992 -0.1435 0.1081
C2 2.4326 0.8284 0.0487
C3 -1.3915 1.6713 1.0768
C4 -1.2343 0.1751 0.9415
C5 -0.0146 0.6510 0.1159
C6 -0.5414 0.7025 -2.1004
C7 -1.9976 -1.9628 0.4196
N1 2.7888 -1.3404 0.2322
N2 1.5253 -1.1751 0.2529
N3 -0.2901 2.0048 0.4931
N4 1.2651 0.1354 0.1469
O1 -2.2560 -0.5731 0.3853
H1 4.4649 -0.0540 0.0732
H2 2.4460 1.8937 -0.0399
H3 -2.1328 2.3116 1.5159
H4 -0.8815 -0.2679 1.8887
H5 -1.5455 1.0720 -2.0454
H6 -0.4209 -0.3383 -2.3396
H7 0.2180 1.3739 -2.4517
H8 -2.8221 -2.4389 -0.1065
H9 -1.9632 -2.3240 1.4538
H10 -1.0484 -2.2019 -0.0690



Record 4
ORCA calculation (ωB97M-V/def2-TZVPD) on a structure of composition C12H18As3F19O9Pt.

lowest unoccupied orbital energy (alpha / beta): 3.8 / 3.8 eV
total charge: -2
Kohn-Sham gap (alpha / beta): 7.109 / 6.914 eV
spin multiplicity: 3
calculated total energy: -9869.5391 Ha
energy relative to the best compared isomer or geometry (same formula, charge and spin): 1.057 eV

Geometry (Å):
Pt1 0.3430 -0.8449 0.2679
As1 2.3611 -3.2535 2.4230
F1 3.0783 -4.6203 1.3512
F2 3.4276 -3.8099 3.7933
F3 1.8295 -1.8876 3.5460
F4 1.1774 -2.5594 1.1819
F5 1.0218 -4.3560 2.9664
F6 3.5688 -2.0357 1.7658
As2 -0.9673 -3.1266 -2.5226
F7 -1.9011 -3.5670 -1.0044
F8 0.0038 -2.2476 -1.3029
F9 0.1398 -2.7843 -3.9022
F10 -2.2971 -3.7781 -3.6040
F11 -1.8195 -1.5888 -2.7955
F12 -0.2146 -4.7361 -2.4307
As3 2.8951 1.7793 1.8866
F13 1.3824 2.7562 1.7717
F14 2.0785 0.3344 1.1213
F15 4.3610 0.8091 2.0264
F16 3.7754 3.1302 2.7076
F17 2.1859 1.1738 3.4599
F18 3.2705 2.4360 0.3168
F19 -0.1079 -0.4997 2.4417
C1 -4.8987 -1.9589 3.5061
C2 -4.4876 -2.2705 2.1135
C3 -5.3613 -1.8343 0.9365
O1 -4.3121 -1.1317 0.1535
C4 -3.1047 -1.1430 0.7587
O2 -2.0921 -0.6804 0.2977
O3 -3.2139 -1.7446 1.9050
H1 -4.2641 -2.5909 4.1274
H2 -5.9610 -2.1322 3.6786
H3 -4.3662 -1.0176 3.6420
H4 -4.3762 -3.3534 2.1683
H5 -6.1410 -1.0998 1.1379
H6 -5.7216 -2.6056 0.2558
C5 -2.4912 5.2350 -1.0373
C6 -2.6737 3.8257 -0.6155
C7 -3.1351 2.8469 -1.6884
O4 -2.3013 1.8118 -1.4483
C8 -1.3147 2.0292 -0.6973
O5 -0.4718 1.2362 -0.2856
O6 -1.4955 3.3472 -0.2985
H7 -2.5733 5.7107 -0.0600
H8 -3.4232 5.2983 -1.5990
H9 -1.5651 5.3436 -1.6018
H10 -3.3696 3.8114 0.2233
H11 -3.1364 3.2705 -2.6927
H12 -4.1854 2.6561 -1.4680
C9 5.3454 2.2241 -2.4116
C10 4.9327 0.7711 -2.6351
C11 5.1236 -0.0959 -1.4405
O7 3.9034 -0.7196 -1.1961
C12 2.9743 0.0083 -1.7859
O8 1.7988 -0.0481 -1.4554
O9 3.5221 0.7121 -2.7900
H13 6.3879 2.2642 -2.7271
H14 5.2138 2.5608 -1.3833
H15 4.7723 2.9549 -2.9822
H16 5.3661 0.2840 -3.5086
H17 5.7491 0.3666 -0.6770
H18 5.7543 -0.8660 -1.8847



Record 5
ORCA calculation (ωB97M-V/def2-TZVPD) on a structure of composition H22HeKrO11.

lowest unoccupied orbital energy: 0.0 eV
Kohn-Sham gap: 10.569 eV
calculated total energy: -3597.3458 Ha
energy relative to the best compared isomer or geometry (same formula, charge and spin): 0.000 eV

Geometry (Å):
He1 9.1237 -17.5125 -7.2582
Kr1 7.3410 -14.7339 -7.7030
O1 8.7709 -20.7406 -5.5709
H1 8.1349 -20.0492 -5.3873
H2 8.8510 -20.7459 -6.5247
O2 10.4257 -16.3709 -9.3402
H3 9.4791 -16.4746 -9.4371
H4 10.7790 -17.2494 -9.4804
O3 9.6044 -17.3369 -4.2210
H5 9.0777 -16.5591 -4.4048
H6 10.4989 -17.0794 -4.4443
O4 11.5357 -18.9264 -9.4502
H7 12.2236 -18.8901 -8.7856
H8 10.8018 -19.3578 -9.0127
O5 7.0729 -18.3640 -5.4486
H9 6.4343 -17.8936 -4.9127
H10 7.9198 -18.1466 -5.0589
O6 11.2877 -15.7223 -5.6987
H11 11.3744 -14.9407 -5.1531
H12 10.9056 -15.4031 -6.5162
O7 7.3965 -16.9609 -10.4448
H13 7.4946 -17.8496 -10.1029
H14 6.5376 -16.9598 -10.8673
O8 5.5784 -19.2300 -7.5634
H15 5.5316 -20.1845 -7.5079
H16 6.2367 -18.9838 -6.9135
O9 9.2672 -20.6471 -8.6894
H17 8.6090 -20.5819 -9.3814
H18 9.5022 -21.5748 -8.6685
O10 13.2604 -17.4493 -6.7636
H19 14.1368 -17.1069 -6.5877
H20 12.6707 -16.7351 -6.5221
O11 10.9989 -13.8218 -9.3275
H21 10.6863 -14.7260 -9.3575
H22 11.6704 -13.8225 -8.6455



Record 6
ORCA calculation (ωB97M-V/def2-TZVPD) on a cluster of 2 separate species, C4H9NO in total.

lowest unoccupied orbital energy: 0.7 eV
Kohn-Sham gap: 9.807 eV
calculated total energy: -287.7460 Ha
energy relative to the best compared isomer or geometry (same formula, charge and spin): 2.354 eV

Geometry (Å):
C1 1.7620 -1.7500 -0.7123
C2 0.9563 -0.4935 -0.8381
C3 0.0151 -0.1602 0.0319
N1 -0.8043 1.0164 -0.0163
C4 -1.0539 1.5330 -1.1425
H1 2.6320 -1.7395 -1.3654
H2 1.1672 -2.5964 -1.0738
H3 2.1771 -2.0094 0.2567
H4 1.0541 -0.0032 -1.7954
H5 -0.0876 -0.6918 0.9733
H6 -0.8726 1.0949 -2.1308
H7 -1.6463 2.4535 -1.1850
H8 -1.1869 1.3794 2.5290
H9 -2.5004 1.1675 3.2836
O1 -1.6117 0.7993 3.1851